This record from the Open Molecules 2025 dataset describes a molecular structure, C38H30BBiBr2IN7O2S in a non-equilibrium geometry. The level of theory is ωB97M-V with the def2-TZVPD basis set.

Summary:
Highest occupied orbital energy (spin up / spin down)   -6.89 / -6.33 eV
E   -219951.9562 eV
Net charge   0
Relative energy (zero: lowest compared OMol25 entry of this formula, charge and spin)   5.393 eV

Last column: Mulliken charge in e.
Atoms and positions in Å:
Bi -1.12652 -0.23735 -0.21922  2.776
I -4.18342 -2.63825 -1.00232  -0.094
Br 1.23528 1.70905 7.20878  -0.111
Br 0.83038 -5.91485 -3.75362  -0.212
S -0.81702 -0.01145 5.45558  -0.289
O 2.15538 0.84345 -0.10162  -0.322
O 1.10938 2.04475 -1.69992  -0.213
N -1.34092 2.01325 1.74948  0.765
N 1.15568 -3.06725 2.54598  0.037
N -1.70182 0.16375 -2.70462  1.017
N 1.01538 -1.52195 0.95508  0.624
N -3.11712 1.47135 -0.37752  0.066
N -2.14342 -0.28425 -4.79632  0.005
N -1.10122 -0.30045 2.17578  -0.036
C -0.43032 -2.12025 -1.31902  0.989
C 0.71078 1.72755 3.14298  -0.379
C -3.90052 1.29365 -1.43852  -0.021
C -0.26482 -1.02665 2.92938  1.174
C 1.22608 1.56405 4.36048  -1.022
C 3.06128 3.45495 -2.33212  -1.321
C -0.05872 -1.02705 4.28418  -1.198
C 2.73448 -2.53465 -0.57272  -0.352
C 3.60878 -4.63685 0.26168  -0.536
C -2.23262 -0.70785 -3.52402  -0.836
C -0.71942 -3.39255 -0.85302  -0.627
C 0.59838 -1.89285 2.13568  -0.378
C -1.65152 0.90005 2.59958  -0.523
C 0.63058 -3.11805 -3.24972  -0.465
C -1.51262 0.92625 -4.77822  -0.985
C -0.72632 2.04725 3.03778  0.851
C 2.40458 2.47725 -1.61582  0.545
C 4.40108 3.65265 -2.03452  -0.491
C 2.83978 -4.57185 1.40648  -1.252
C -3.14252 -1.43775 0.41208  -1.633
C -1.21592 2.89645 4.13838  -1.261
C 0.27168 -2.00125 -2.50952  -0.524
C 1.91718 -2.47015 0.55118  0.103
C 0.30408 1.62835 5.50348  0.499
C -3.42092 3.85865 -0.68952  -1.353
C -1.25092 1.19265 -3.46722  -1.107
C 3.56268 -3.62905 -0.70352  -0.827
C 4.38688 1.92665 -0.33092  -1.002
C 2.00508 -3.47365 1.54488  0.196
C 3.05388 1.72665 -0.62732  0.491
C -2.86672 2.75335 0.03248  1.034
C 5.04918 2.90415 -1.05822  -0.669
C -4.22042 3.63905 -1.76722  -0.385
C -2.09132 2.98715 1.14778  -1.334
C -0.69562 2.70105 5.35008  -0.761
C 0.31968 -4.37435 -2.75982  -0.449
C -0.33942 -4.52665 -1.55532  -0.736
C -4.48582 2.30865 -2.15172  -0.978
B 0.97678 1.03045 -0.77562  0.981
H -1.31482 1.48625 -5.66812  0.436
H -1.91412 4.00455 1.46828  0.423
H -3.17592 4.85535 -0.35662  0.449
H 4.88498 1.34815 0.43078  0.583
H -2.63622 0.86375 3.05978  -0.100
H 0.71718 -1.65555 4.69558  0.326
H 1.28568 1.62075 2.23968  0.311
H -2.46422 -0.77955 -5.61192  0.234
H -5.15552 2.09045 -2.96852  0.461
H 4.27698 -5.47095 0.11018  0.412
H -1.22982 -3.51735 0.08868  0.370
H 2.72488 -1.73555 -1.29362  0.476
H 2.55418 4.03925 -3.08372  0.511
H -0.76082 2.03325 -3.02462  0.657
H -4.10122 0.26465 -1.70682  0.267
H 1.16038 -3.01735 -4.18662  0.483
H 0.94448 -3.54535 3.40598  0.304
H -2.84012 -2.07625 1.23028  0.713
H 0.55078 -1.02015 -2.87052  0.222
H 4.95278 4.40765 -2.57282  0.421
H -4.65982 4.45985 -2.31662  0.442
H 2.89318 -5.33605 2.16478  0.463
H 6.09288 3.09205 -0.85922  0.423
H 4.20088 -3.70935 -1.56952  0.454
H -1.01282 3.24315 6.22598  0.437
H -3.80532 -0.65255 0.74258  0.750
H 2.26578 1.33045 4.52918  0.467
H -0.55942 -5.51215 -1.17392  0.498
H -2.67432 -1.63855 -3.23322  0.158
H -2.00722 3.60205 3.94448  0.478